A molecular structure, C2H7NO2P in a non-equilibrium geometry. Source: OMol25; level of theory: ωB97M-V/def2-TZVPD.

Last column: Mulliken charge in e.
CARTESIAN COORDINATES (ANGSTROEM)
1 C 0.05150 -1.21430 0.02882  -1.21
2 C -0.74164 0.14272 0.07676  0.49
3 N 0.12405 1.29267 0.40932  -0.14
4 O -3.18836 -0.85579 0.11325  -0.37
5 O -1.20421 0.58828 -1.28719  -0.54
6 P -2.66850 0.43878 0.41932  0.36
7 H -0.54227 -2.10232 0.01123  0.34
8 H 0.73284 -1.34600 0.89849  0.38
9 H 0.56666 -1.23374 -0.95792  0.35
10 H 0.37794 1.59081 -0.47360  0.27
11 H -0.52411 1.89335 0.89908  0.37
12 H 0.96252 1.08457 0.97910  0.36
13 H -1.31373 -0.04361 -2.03920  0.34

The HOMO energy is -0.5185 Eh. Its orbital gap is 9.7 eV. For the relative energy (zero: lowest compared OMol25 entry of this formula, charge and spin), the calculation gives 50.46 kcal per mole. Its spin multiplicity is 1. As for the charge: +1.

=====

3 unconnected molecules or ions with the total composition C2H11NO2S2 in a non-equilibrium geometry. Source: OMol25; level of theory: ωB97M-V/def2-TZVPD.

Last column: Mulliken charge in e.
CARTESIAN COORDINATES (ANGSTROEM)
1 N -1.59073 -1.52627 1.18614  -0.69
2 C -0.54804 -0.55032 1.52274  -0.32
3 C 0.68812 -0.78963 0.67428  -0.71
4 S 2.03807 0.34148 1.13398  -0.41
5 S 3.47394 -0.18877 -0.50215  -0.53
6 H -2.35233 -1.46671 1.84468  0.20
7 H -1.97638 -1.33162 0.28053  0.26
8 H -0.36103 -0.64439 2.59227  0.39
9 H -0.90495 0.48025 1.34234  0.20
10 H 0.45658 -0.69910 -0.37965  0.37
11 H 1.05420 -1.80170 0.88102  0.37
12 H 3.52733 -0.77710 -1.75615  -0.05
13 H -2.68868 1.53717 -1.90433  0.30
14 H -1.27535 1.23995 -1.45850  0.39
15 O -2.14084 0.80796 -1.61181  -0.64
16 H 1.17379 1.70949 -1.97620  0.33
17 H 0.97143 1.79421 -0.51985  0.25
18 O 0.45488 1.86512 -1.34935  -0.72

The HOMO energy (spin up / spin down) is -0.0689 / -0.1147 Eh. Its orbital gap (spin up / spin down) is 5.3 / 6.6 eV. For the relative energy (zero: lowest compared OMol25 entry of this formula, charge and spin), the calculation gives 0.00 kcal per mole. Its spin multiplicity is 2. As for the charge: -1.

=====

2 unconnected molecules or ions with the total composition C23H39IN3O3. Source: OMol25; level of theory: ωB97M-V/def2-TZVPD.

Last column: Mulliken charge in e.
CARTESIAN COORDINATES (ANGSTROEM)
1 C 0.61715 -3.49499 0.17585  -1.27
2 C 0.62847 -2.24751 -0.72417  -0.07
3 N 1.94174 -1.81560 -1.20735  -0.56
4 N 2.52314 -0.72127 -0.51849  0.47
5 C 2.06483 0.57190 -1.01902  -0.31
6 C 3.07273 1.73338 -0.85328  -0.70
7 C 4.48433 1.33453 -0.43270  -1.31
8 I 2.33353 3.27135 0.45665  0.01
9 C 2.55514 -0.82047 0.86966  0.08
10 O 2.30711 0.08893 1.61168  -0.38
11 O 2.91839 -2.06273 1.27905  -0.21
12 C 4.02621 -2.08706 2.19478  -0.55
13 C 3.53801 -2.02411 3.65100  0.05
14 O 3.14528 -3.03453 4.17868  -0.55
15 C 3.56701 -0.70101 4.34495  0.57
16 C 2.40940 -0.20102 4.93295  -0.18
17 C 2.43615 1.03709 5.55785  -0.65
18 C 3.61818 1.76779 5.60803  -0.43
19 C 4.77965 1.26134 5.03859  -0.73
20 C 4.75237 0.03079 4.39531  -0.15
21 H 0.56055 -3.25181 1.23499  0.29
22 H 1.54325 -4.05690 0.03747  0.27
23 H -0.20229 -4.16191 -0.08984  0.44
24 H 0.01999 -2.46937 -1.60914  0.44
25 H 0.15431 -1.40105 -0.22316  -0.07
26 H 2.60030 -2.58012 -1.24490  0.29
27 H 1.09251 0.84223 -0.59070  0.04
28 H 1.91490 0.41138 -2.08847  0.57
29 H 3.13105 2.24541 -1.81100  0.71
30 H 4.77045 0.39532 -0.90694  0.34
31 H 5.18456 2.10325 -0.76107  0.44
32 H 4.57290 1.25893 0.65045  0.29
33 H 4.52082 -3.04440 2.04233  0.40
34 H 4.72364 -1.27809 1.97053  0.31
35 H 1.49230 -0.77515 4.89361  0.43
36 H 1.53035 1.42687 6.00595  0.39
37 H 3.64287 2.73439 6.09418  0.41
38 H 5.70397 1.82201 5.08708  0.40
39 H 5.65249 -0.37384 3.94428  0.44
40 C -6.69437 -0.18322 -2.63451  -1.19
41 C -5.74107 0.76173 -3.37410  -0.39
42 C -4.33499 0.23427 -3.64273  -0.57
43 N -3.27447 0.42783 -2.57646  0.21
44 C -3.72441 -0.15759 -1.26450  -0.70
45 C -2.72998 0.08108 -0.14149  -0.17
46 C -2.46559 1.57389 0.02244  -0.83
47 C -1.98763 2.17641 -1.29428  -0.41
48 C -2.96241 1.89664 -2.42458  -0.68
49 C -2.05593 -0.28980 -3.06707  -0.94
50 H -6.56270 -0.17749 -1.55386  0.33
51 H -7.72422 0.11452 -2.82319  0.40
52 H -6.58061 -1.21052 -2.98391  0.30
53 H -5.72185 1.74163 -2.89517  0.21
54 H -6.16235 0.93672 -4.36550  0.43
55 H -3.91839 0.72209 -4.52407  0.43
56 H -4.37334 -0.83768 -3.83851  0.44
57 H -4.66071 0.33754 -1.01820  0.31
58 H -3.91486 -1.21579 -1.44091  0.50
59 H -3.15415 -0.33534 0.77253  0.49
60 H -1.79861 -0.45922 -0.31835  -0.28
61 H -1.72862 1.74890 0.80552  0.49
62 H -3.38848 2.07125 0.33769  0.37
63 H -0.99049 1.80368 -1.54087  0.08
64 H -1.88561 3.25760 -1.19944  0.41
65 H -2.57251 2.22895 -3.38612  0.42
66 H -3.90692 2.40353 -2.23822  0.33
67 H -1.77497 0.12927 -4.02988  0.36
68 H -2.29747 -1.34425 -3.17400  0.37
69 H -1.24004 -0.17058 -2.36392  0.35

The HOMO energy is -0.4038 Eh. Its orbital gap is 8.7 eV. Its spin multiplicity is 1. As for the charge: +1.

=====

A gas-phase ion, N3O3 (charge -1) in a non-equilibrium geometry. Source: OMol25; level of theory: ωB97M-V/def2-TZVPD.

Last column: Mulliken charge in e.
CARTESIAN COORDINATES (ANGSTROEM)
1 O -0.72300 -1.15744 -0.67051  -0.62
2 N 0.36899 -0.85754 -0.16771  1.09
3 O 1.31263 -1.67717 0.07187  -0.70
4 N 0.51487 0.38089 0.20451  -0.40
5 N -0.69972 0.97723 0.24098  0.13
6 O -0.71883 2.24446 0.28047  -0.51

The HOMO energy (spin up / spin down) is -0.1606 / -0.1606 Eh. Its orbital gap (spin up / spin down) is 8.7 / 8.7 eV. For the relative energy (zero: lowest compared OMol25 entry of this formula, charge and spin), the calculation gives 65.11 kcal per mole. Its SMILES is O=[N+]([O-])/N=N/[O-]. Its spin multiplicity is 1. As for the charge: -1.

=====

A molecular structure, C24H32N4OP2Tl in a non-equilibrium geometry. Source: OMol25; level of theory: ωB97M-V/def2-TZVPD.

Last column: Mulliken charge in e.
CARTESIAN COORDINATES (ANGSTROEM)
1 C -1.73515 3.02767 -3.67341  -0.79
2 C -1.43007 1.78908 -3.11933  0.16
3 C -0.06468 1.33903 -3.16014  0.32
4 C 0.95226 2.27613 -3.46471  0.62
5 C 0.61673 3.53786 -3.95031  -0.88
6 C -0.72008 3.88046 -4.13176  -0.64
7 C 2.36278 1.89602 -3.14596  -0.85
8 C 2.58207 0.41875 -3.24455  0.74
9 C 1.48836 -0.43154 -2.96068  0.01
10 C 1.74611 -1.81836 -2.67845  0.57
11 C 3.01174 -2.32734 -2.95035  -0.87
12 C 4.05000 -1.48811 -3.38511  -0.64
13 C 3.85153 -0.11242 -3.45834  -0.99
14 H -2.78198 3.33766 -3.73159  0.40
15 H 1.42299 4.23618 -4.18164  0.44
16 H -0.98108 4.82841 -4.60393  0.39
17 H 3.06129 2.43500 -3.79108  0.55
18 H 3.19818 -3.39453 -2.80414  0.38
19 H 5.01625 -1.90981 -3.65488  0.39
20 H 4.67402 0.57622 -3.66589  0.44
21 N 0.22247 0.05145 -2.83219  0.05
22 Tl 0.67227 0.85346 0.61192  0.89
23 C -2.44170 0.89134 -2.44634  -1.29
24 H -2.34118 -0.14054 -2.81808  0.35
25 H -3.46745 1.25870 -2.60317  0.66
26 C 0.64311 -2.65585 -2.07923  -1.33
27 H -0.27350 -2.57146 -2.68320  0.43
28 H 0.96141 -3.70672 -2.00009  0.58
29 P -2.12222 0.75731 -0.60514  0.94
30 P 0.13436 -2.09307 -0.36351  0.92
31 C 1.31112 -3.14347 0.56964  -1.46
32 H 1.01702 -3.15481 1.62616  0.36
33 H 1.26658 -4.16151 0.15758  0.56
34 H 2.32546 -2.73904 0.48248  0.34
35 C -1.32169 -3.17943 -0.16321  -1.54
36 H -1.00242 -4.22779 -0.24056  0.47
37 H -1.74952 -2.99753 0.83121  0.37
38 H -2.07536 -2.95982 -0.92859  0.33
39 C -2.66700 2.43793 -0.12596  -1.16
40 H -3.59239 2.68842 -0.66306  0.42
41 H -2.85288 2.46370 0.95653  0.08
42 H -1.89048 3.16796 -0.38627  0.36
43 C -3.61282 -0.16551 -0.10486  -1.25
44 H -3.59246 -0.24430 0.98967  0.15
45 H -4.51358 0.37668 -0.42047  0.46
46 H -3.61086 -1.16314 -0.55854  0.39
47 H 2.56600 2.19479 -2.09184  0.23
48 H 2.11917 0.22757 -0.32434  -0.22
49 C 1.83941 -1.06396 5.28109  -0.84
50 N 0.60428 -0.52273 4.73469  0.15
51 C -0.46396 -0.24760 5.53064  0.08
52 C -1.61364 0.23285 4.96216  -1.13
53 C -1.61921 0.47440 3.57153  0.35
54 N -0.53381 0.32161 2.83527  -0.03
55 C 0.56858 -0.29312 3.37514  0.27
56 O 1.55232 -0.62707 2.66591  -0.65
57 N -2.80047 0.89624 2.91727  -0.35
58 H 1.71861 -1.13457 6.35996  0.28
59 H 2.68407 -0.40989 5.04288  0.32
60 H 2.04390 -2.05361 4.86122  0.30
61 H -0.29144 -0.46276 6.58612  0.35
62 H -2.50400 0.45370 5.53678  0.45
63 H -3.62071 0.46687 3.34688  0.32
64 H -2.92773 1.90318 3.03870  0.30

The HOMO energy (spin up / spin down) is -0.3480 / -0.3601 Eh. Its orbital gap (spin up / spin down) is 5.7 / 6.1 eV. For the relative energy (zero: lowest compared OMol25 entry of this formula, charge and spin), the calculation gives 13.83 kcal per mole. Its spin multiplicity is 1. As for the charge: +1.

=====

A molecular structure, C14H23B3Br2O11 in a non-equilibrium geometry. Source: OMol25; level of theory: ωB97M-V/def2-TZVPD.

Last column: Mulliken charge in e.
CARTESIAN COORDINATES (ANGSTROEM)
1 C -1.72167 2.73824 -3.25271  -1.05
2 C -2.67601 2.56577 -2.04215  -0.55
3 C -2.14152 3.11819 -0.71513  -0.28
4 Br -1.52723 4.98685 -0.88779  -0.17
5 B -0.98771 2.21595 -0.11439  0.62
6 O 0.32878 2.65179 -0.02493  -0.49
7 B 0.97352 2.05933 1.01894  0.69
8 Br 2.89692 1.89166 1.19205  -0.28
9 O 0.19019 1.48491 1.99854  -0.10
10 B -0.52684 0.48290 1.30493  -0.09
11 C -0.27335 -1.02252 1.67681  -0.37
12 C 0.61731 -1.73649 0.62352  -0.53
13 C -0.13960 -2.18471 -0.59022  0.57
14 O -0.93958 -1.54771 -1.13331  -0.46
15 O 0.18617 -3.42966 -1.09814  -0.55
16 O -1.35543 0.95372 0.30974  -0.63
17 H -0.87345 3.38738 -3.05783  0.33
18 H -2.28726 3.20852 -4.05745  0.31
19 H -1.43607 1.75814 -3.62798  0.25
20 H -3.62936 3.04664 -2.25934  0.41
21 H -2.89553 1.50149 -1.95349  0.32
22 H -2.98179 3.16030 -0.02716  0.45
23 H -1.17109 -1.60163 1.89240  0.45
24 H 0.31684 -1.03334 2.59256  0.17
25 H 1.46973 -1.10856 0.36065  0.22
26 H 1.03832 -2.62975 1.08325  0.39
27 H 0.52806 -3.22558 -1.97949  0.34
28 C 1.32242 -4.49102 -5.83218  -1.47
29 C 1.08738 -3.04778 -5.46051  0.58
30 C 1.74369 -2.04696 -6.37698  -0.53
31 O 1.92304 -0.91984 -5.50997  -0.31
32 C 2.02830 -1.39832 -4.24384  0.64
33 O 2.35687 -0.75832 -3.30066  -0.53
34 O 1.70551 -2.72361 -4.20294  -0.36
35 H 0.80695 -4.73963 -6.75977  0.39
36 H 2.38735 -4.69451 -5.95565  0.35
37 H 0.96197 -5.15140 -5.04326  0.36
38 H 0.01487 -2.85576 -5.36336  0.26
39 H 1.12359 -1.78152 -7.23035  0.32
40 H 2.72571 -2.36905 -6.73158  0.32
41 C 1.21398 2.22418 6.74161  -1.51
42 C -0.03020 1.56809 6.19664  0.68
43 C -1.01250 1.10857 7.24451  -0.51
44 O -1.68360 0.03476 6.57377  -0.33
45 C -0.81216 -0.47385 5.66204  0.67
46 O -0.97662 -1.48050 5.05476  -0.53
47 O 0.27762 0.32981 5.53879  -0.35
48 H 0.97694 3.18795 7.19253  0.40
49 H 1.69239 1.59249 7.49199  0.35
50 H 1.94187 2.37904 5.94509  0.35
51 H -0.50917 2.22394 5.46340  0.19
52 H -1.71912 1.88318 7.53479  0.31
53 H -0.52945 0.70820 8.13923  0.30

The HOMO energy is -0.3593 Eh. Its orbital gap is 10.2 eV. Its spin multiplicity is 1.

=====

no.,E_tot (hartree)
1,-626.6868
2,-1084.4104
3,-1587.2119
4,-389.8629
5,-2082.9476
6,-6597.8573